Computed, not measured: 20 unconnected molecules or ions with the total composition C46H123N19O39 in a non-equilibrium geometry, with the ωB97M-V functional and the def2-TZVPD basis.

Geometry as ORCA input:
```
! wB97M-V def2-TZVPD RIJCOSX def2/J DEFGRID3
* xyz 0 1
C -4.9521 -3.7948 -2.9750
C -3.9272 -4.4578 -3.9029
O -2.9408 -3.5619 -4.2771
H -5.5672 -3.0551 -3.4875
H -4.4227 -3.1675 -2.2579
H -5.6026 -4.5192 -2.4850
H -4.4579 -4.8091 -4.7878
H -3.3702 -5.2707 -3.4369
H -2.2784 -3.6614 -3.5894
C -0.1542 0.6048 -4.2626
O -1.3792 1.2953 -4.6541
C -2.4724 1.0384 -3.7625
C -3.7507 1.7094 -4.3712
N -3.6226 3.1879 -4.2557
C -4.6880 4.0047 -4.8723
C -4.6811 3.9001 -6.3780
O -3.3680 4.0312 -6.8760
C -3.3149 4.2129 -8.3164
H 0.6875 0.9164 -4.8811
H -0.2231 -0.4789 -4.1683
H -0.0037 0.9934 -3.2554
H -2.2721 1.5070 -2.7990
H -2.6151 -0.0329 -3.6209
H -4.6988 1.3469 -3.9740
H -3.8003 1.4406 -5.4264
H -2.8484 3.4472 -4.8503
H -4.5894 5.0399 -4.5456
H -5.6815 3.6374 -4.6153
H -5.3080 4.6852 -6.8008
H -5.1229 2.9741 -6.7461
H -2.3163 4.1858 -8.7523
H -3.5863 5.2101 -8.6628
H -3.9044 3.4868 -8.8763
C -0.9495 -7.2641 -0.1027
O 0.0239 -6.4835 -0.8048
C 0.1122 -5.1077 -0.3473
C -0.9140 -4.2418 -1.1245
N -0.8226 -4.4304 -2.5731
C 0.1736 -3.5607 -3.2392
C 0.4340 -3.8421 -4.6522
O 1.0929 -5.1196 -4.8658
C 1.2261 -5.5464 -6.2637
H -1.0711 -8.1867 -0.6703
H -1.9592 -6.8677 0.0045
H -0.5514 -7.4612 0.8927
H 1.1280 -4.8113 -0.6091
H -0.0693 -4.9574 0.7169
H -1.0417 -3.1997 -0.8315
H -1.9378 -4.5780 -0.9610
H -0.4110 -5.3521 -2.6065
H 1.1224 -3.5074 -2.7053
H -0.2038 -2.5382 -3.2363
H 0.9555 -3.0028 -5.1123
H -0.5294 -3.8570 -5.1620
H 1.8913 -6.4017 -6.3823
H 1.6271 -4.7480 -6.8880
H 0.2455 -5.8226 -6.6515
C -1.6435 7.3942 -3.2883
O -2.2175 7.7307 -2.0005
C -1.6492 8.8724 -1.3591
C -2.1987 8.9798 0.0223
N -1.6452 7.8998 0.8096
C -2.6401 7.3347 1.7113
C -3.5134 6.1811 1.0821
O -2.6443 5.0974 0.5764
C -2.2864 4.2207 1.5643
H -1.6369 8.3459 -3.8196
H -2.3519 6.7990 -3.8646
H -0.6453 6.9573 -3.2607
H -1.8239 9.7507 -1.9805
H -0.5614 8.8186 -1.3169
H -3.2875 8.9486 -0.0195
H -1.9477 9.9335 0.4866
H -1.4042 7.1414 0.1876
H -3.3383 8.1248 1.9874
H -2.0608 6.8660 2.5069
H -3.8994 6.6447 0.1743
H -4.3739 5.8839 1.6815
H -1.7886 4.7180 2.3968
H -1.5790 3.4417 1.2802
H -3.1463 3.6703 1.9462
C -4.2241 -4.1253 0.5933
O -4.3749 -4.1604 2.0270
C -3.6869 -5.2416 2.5922
C -4.2137 -5.2684 4.0427
N -5.6637 -5.4489 4.0925
C -6.2079 -5.1420 5.3692
C -7.7542 -5.1344 5.3171
O -8.1986 -4.1258 4.4655
C -9.5521 -3.7065 4.6725
H -4.4231 -5.0541 0.0586
H -3.2138 -3.7999 0.3453
H -4.8939 -3.4075 0.1198
H -2.5979 -5.2821 2.6130
H -3.9411 -6.1746 2.0892
H -3.9388 -4.2939 4.4464
H -3.6406 -6.0630 4.5204
H -6.0065 -4.7804 3.4175
H -5.8785 -4.1631 5.7174
H -5.9344 -5.8658 6.1369
H -8.1210 -5.0487 6.3399
H -8.0675 -6.0725 4.8589
H -10.3343 -4.3956 4.3542
H -9.6911 -2.7445 4.1793
H -9.7040 -3.5168 5.7351
C 8.7946 1.1909 -2.7938
O 8.0273 1.0631 -1.5570
C 8.7872 0.4772 -0.4737
C 8.1004 0.7344 0.9094
N 8.7074 -0.0545 1.9601
C 10.0918 0.4014 2.2282
C 10.6792 -0.1146 3.5637
O 10.0550 0.5165 4.6928
C 10.6202 0.1379 5.8618
H 8.2439 1.7105 -3.5778
H 9.2333 0.2494 -3.1242
H 9.7211 1.7249 -2.5829
H 9.7693 0.9477 -0.4261
H 8.9709 -0.5835 -0.6450
H 7.0451 0.4691 0.8460
H 8.1179 1.7994 1.1409
H 8.2267 -0.0552 2.8484
H 10.1833 1.4859 2.2879
H 10.7210 -0.0357 1.4528
H 11.6926 0.2800 3.6385
H 10.6368 -1.2024 3.5095
H 11.6041 0.5848 6.0039
H 10.6925 -0.9492 5.8948
H 10.1477 0.4946 6.7771
C -0.2483 -3.5060 4.1358
N -0.7014 -3.0117 5.4545
O -1.8490 -2.4832 5.4852
O 0.0186 -3.1741 6.3942
H -0.9626 -4.2258 3.7360
H 0.6525 -4.1170 4.1925
H -0.0360 -2.7070 3.4255
C 3.1061 -2.3829 6.3297
N 3.4415 -2.3909 7.7631
O 4.2756 -1.5616 8.1681
O 2.9895 -3.2928 8.4905
H 2.6721 -3.3522 6.0841
H 3.9727 -2.4726 5.6745
H 2.4381 -1.5397 6.1545
C 3.8534 0.6982 3.7303
N 4.7000 0.8429 2.4687
O 5.2340 1.9333 2.2142
O 4.6907 -0.1602 1.7595
H 2.9081 0.1981 3.5200
H 3.6120 1.6494 4.2048
H 4.4120 0.0745 4.4282
C 1.3098 5.0988 2.8618
N 2.2556 3.9338 3.0446
O 3.3169 4.0787 3.7214
O 1.8574 2.8906 2.4825
H 0.5462 5.2022 3.6328
H 0.6438 4.8642 2.0314
H 1.9149 5.9995 2.7582
C -7.1568 -0.2083 -1.9776
N -6.1080 -0.3539 -0.9528
O -6.3854 -1.1556 -0.0697
O -5.0501 0.1732 -1.1740
H -6.7233 0.0763 -2.9363
H -7.8317 0.5827 -1.6507
H -7.7762 -1.1001 -2.0724
C 4.4587 -4.1193 -4.3596
N 3.8424 -2.7713 -4.5659
O 3.9890 -2.3418 -5.7118
O 3.3060 -2.1181 -3.6338
H 3.5844 -4.7691 -4.3988
H 4.7772 -4.1324 -3.3172
H 5.2113 -4.2849 -5.1304
C 0.1132 3.9986 -2.3885
N 0.3402 4.4831 -1.0243
O 0.2180 5.7298 -0.8512
O 0.6503 3.6257 -0.2067
H 1.0575 4.1559 -2.9098
H -0.6599 4.5932 -2.8751
H -0.2234 2.9644 -2.4609
C 1.3864 0.4061 0.7121
N 0.9406 -0.3776 -0.4771
O -0.2473 -0.4582 -0.7298
O 1.7913 -1.0651 -1.0059
H 1.0722 -0.1605 1.5886
H 0.8751 1.3687 0.7058
H 2.4694 0.5284 0.6925
C -1.5043 1.1578 5.6209
N -0.0415 1.3164 5.4906
O 0.6192 0.2947 5.4918
O 0.4780 2.4099 5.4122
H -1.9022 1.9968 5.0500
H -1.8028 1.2067 6.6681
H -1.6828 0.2322 5.0736
C 4.1000 3.2728 -0.6559
N 3.7334 2.7486 -2.0655
O 2.5992 2.4541 -2.3060
O 4.6572 2.6562 -2.8632
H 3.5981 2.6174 0.0559
H 3.8391 4.3210 -0.5099
H 5.1823 3.1869 -0.5588
C -3.0594 0.1343 1.2332
N -1.8442 -0.1650 2.0590
O -1.6708 -1.3416 2.2738
O -1.1762 0.7689 2.5191
H -2.8319 0.9905 0.5981
H -3.9019 0.1598 1.9242
H -3.2243 -0.7000 0.5513
C -4.2925 3.5268 -1.1156
N -5.6388 3.7417 -1.6557
O -5.9306 4.8789 -2.0383
O -6.4497 2.8491 -1.6533
H -4.5345 3.5453 -0.0530
H -3.6121 4.3164 -1.4347
H -3.9041 2.5335 -1.3403
C 4.8661 -0.3492 -1.6959
N 5.7361 -1.5458 -1.5099
O 6.2620 -2.0118 -2.4840
O 5.8380 -2.0271 -0.3957
H 5.1319 0.1723 -2.6154
H 5.0015 0.3305 -0.8546
H 3.8274 -0.6775 -1.7316
C 3.5333 -3.5568 0.9817
N 2.5816 -2.7532 1.7881
O 2.9769 -2.1786 2.8271
O 1.4588 -2.8155 1.3713
H 3.3417 -4.6218 1.1126
H 4.5227 -3.3484 1.3890
H 3.5124 -3.2536 -0.0650
*
```

Properties
energy	-157812.7852	eV

=====

Computed, not measured: 26 unconnected molecules or ions with the total composition C46H144N32O26 in a non-equilibrium geometry, with the ωB97M-V functional and the def2-TZVPD basis.

Geometry as ORCA input:
```
! wB97M-V def2-TZVPD RIJCOSX def2/J DEFGRID3
* xyz 0 1
C 10.7667 22.1471 10.5979
O 11.1074 22.3669 9.4103
N 11.0883 21.0316 11.3365
N 9.9594 23.0936 11.2594
H 11.9698 20.5818 11.0828
H 10.5878 20.8400 12.2025
H 9.6230 23.1001 12.2710
H 9.6009 23.8042 10.6216
C 13.1169 23.3203 14.6737
O 12.9094 23.4176 15.8654
N 13.8344 24.2595 13.9434
N 12.5635 22.2627 13.9338
H 14.6531 24.6696 14.3888
H 14.0095 24.0490 12.9572
H 12.9424 22.0764 13.0018
H 12.2706 21.4394 14.4250
C 21.1336 23.9993 18.1967
O 20.7594 25.1441 17.9003
N 22.2156 23.3386 17.6269
N 20.4816 23.2355 19.1561
H 22.7482 22.7068 18.2247
H 22.8257 23.9763 17.1450
H 20.5362 22.2354 19.0863
H 19.5945 23.5474 19.4528
C 13.1371 19.7863 21.4215
O 13.2456 18.7996 22.1593
N 12.0140 19.9996 20.5811
N 13.9622 20.8401 21.4423
H 11.6499 19.0482 20.4614
H 12.1222 20.5115 19.6888
H 14.9749 20.5923 21.5983
H 13.8760 21.5572 20.7555
C 18.9249 20.8580 16.9577
O 19.4710 20.5176 18.0691
N 18.8720 22.1276 16.4997
N 18.4371 19.9383 16.0582
H 18.4931 22.4400 15.6521
H 19.2923 22.7482 17.1350
H 18.0726 20.3619 15.2441
H 18.3616 18.9686 16.3713
C 13.8449 19.1318 12.5264
O 13.3396 19.3040 11.4132
N 13.1916 18.5954 13.5562
N 14.9994 19.7273 12.8538
H 12.3010 18.0784 13.4629
H 13.6077 18.5068 14.4843
H 15.3720 19.3739 13.7608
H 15.5670 19.9032 12.0249
C 13.9355 16.5455 18.9594
O 14.9446 16.2434 18.2790
N 14.0162 16.8257 20.2627
N 12.6992 16.7140 18.4676
H 14.9696 17.1933 20.4103
H 13.2320 17.1664 20.8832
H 11.8759 16.9262 19.0723
H 12.5277 16.1426 17.6466
C 9.7028 17.8186 21.6010
O 10.4106 17.5780 20.5568
N 8.3164 17.8828 21.5898
N 10.2998 18.0643 22.8194
H 8.0595 17.9403 20.5860
H 7.8068 17.3241 22.2786
H 9.7231 18.6910 23.4058
H 11.3532 18.1790 22.7653
C 17.1943 22.8833 20.7608
O 17.4247 23.8344 19.9631
N 16.4099 23.1516 21.8668
N 17.4804 21.5535 20.5257
H 16.5433 22.6487 22.7200
H 16.4365 24.1408 21.9943
H 17.3304 20.9544 21.3533
H 18.2201 21.3036 19.8538
C 10.6225 15.1258 16.0124
O 11.8827 15.0046 15.8767
N 9.8724 15.8114 15.1242
N 10.0420 14.5848 17.0761
H 8.8957 15.9269 15.3734
H 10.2415 16.6338 14.6620
H 10.7289 14.0147 17.6366
H 9.1790 14.8518 17.4010
C 10.0523 19.1527 8.1937
O 9.3289 18.2058 8.4226
N 11.4476 19.0286 8.2428
N 9.5859 20.4187 7.8925
H 11.9068 19.9345 8.1926
H 11.6950 18.2832 8.8771
H 10.1559 21.0667 8.4301
H 8.6150 20.5813 8.1238
C 17.7098 15.8309 23.8386
O 17.4984 16.2887 24.9456
N 18.9383 15.7606 23.2989
N 16.7178 15.4025 23.0378
H 18.9857 15.6782 22.3093
H 19.7657 16.1227 23.7794
H 16.7149 15.0833 22.0794
H 15.7944 15.3938 23.4303
C 11.0253 11.4721 15.3992
O 10.4221 10.4319 15.5071
N 11.8985 11.9795 16.2683
N 10.9813 12.2118 14.1852
H 12.5060 12.7219 15.8890
H 12.0482 11.4985 17.1297
H 11.1725 13.2023 14.1387
H 10.4514 11.8139 13.4675
C 17.1273 19.3971 23.6947
O 17.1094 20.5039 23.0399
N 18.1351 18.9815 24.5076
N 16.2390 18.3705 23.3483
H 18.0818 18.1021 24.9724
H 18.8946 19.5936 24.6507
H 16.2182 17.5141 23.9336
H 15.3586 18.7996 22.9319
C 16.7242 24.4258 16.5132
O 16.6833 24.5493 15.2565
N 15.7077 23.8379 17.1642
N 17.6698 25.1179 17.1854
H 15.6763 24.0369 18.1157
H 14.8440 23.8182 16.7097
H 17.8513 24.7864 18.1253
H 18.3302 25.7135 16.7576
C 10.0184 17.6688 11.7920
O 10.2698 17.6510 12.9809
N 8.9255 18.3237 11.2721
N 10.6272 16.8295 10.9126
H 8.9315 18.4809 10.2836
H 8.4598 18.9587 11.9117
H 10.7382 15.8883 11.3726
H 10.1073 16.7247 10.0312
C 21.0084 17.4240 13.5580
C 19.6715 16.7019 13.6077
C 19.8093 15.6054 14.6615
O 18.5770 17.6707 13.7457
H 21.1988 18.0171 14.4313
H 20.9041 18.1282 12.6504
H 21.9838 16.8233 13.3732
H 19.5747 16.1785 12.6247
H 19.0264 14.8553 14.8734
H 20.1105 15.9828 15.6653
H 20.5762 14.8350 14.3545
H 17.7891 17.2622 14.1327
C 9.2581 21.9877 15.1409
C 9.0489 20.5393 14.8359
C 7.6096 20.3683 14.3667
O 10.0601 20.1651 13.8998
H 9.3799 22.6701 14.3357
H 10.2150 22.0156 15.6860
H 8.5065 22.2140 15.8796
H 9.2275 19.9130 15.7234
H 6.9000 20.4207 15.1815
H 7.3822 19.3542 14.0123
H 7.3229 21.0140 13.5357
H 10.0556 19.2457 13.7247
C 10.5422 13.5059 20.8906
C 11.6705 12.6040 20.4095
C 11.4162 11.1325 20.3086
O 11.7555 13.0556 19.0525
H 10.1538 13.2825 21.8836
H 9.7514 13.3727 20.1548
H 10.8722 14.5438 21.0113
H 12.6390 12.7453 20.9262
H 11.4058 10.6674 21.2578
H 12.2063 10.7148 19.7233
H 10.6050 10.9519 19.6456
H 12.6543 12.8671 18.7690
C 17.8756 19.6900 8.9630
C 18.6526 19.1055 10.1196
C 19.9770 19.6767 10.1966
O 17.9799 19.4500 11.3850
H 18.4640 19.6821 8.0755
H 17.5750 20.7342 9.1128
H 17.0100 19.1264 8.8153
H 18.7206 18.0045 10.0287
H 20.6001 19.3267 9.3508
H 20.4346 19.4738 11.1357
H 19.8892 20.7601 10.1683
H 18.4699 19.0340 12.1034
C 16.1244 10.7394 19.3460
C 15.0433 11.5157 20.0771
C 15.5490 12.4197 21.1945
O 14.2962 12.3659 19.1762
H 16.6900 10.1333 20.0177
H 16.8822 11.4327 18.8868
H 15.8131 10.0769 18.5745
H 14.3182 10.8266 20.5173
H 16.3382 12.9705 20.6992
H 16.1336 11.8257 21.9665
H 14.7832 12.9797 21.5710
H 14.8325 12.8121 18.4419
C 16.9248 23.4564 12.1711
C 17.7536 22.3066 12.6711
C 19.1862 22.5012 12.8682
O 17.2006 21.9185 14.0334
H 16.9528 24.3262 12.8689
H 15.9086 23.1275 12.1565
H 17.2715 23.8084 11.1746
H 17.5078 21.5047 11.9516
H 19.3288 23.2983 13.6191
H 19.6906 22.7671 11.9074
H 19.6588 21.5463 13.1752
H 16.7014 22.6571 14.3961
C 17.3908 17.7133 19.7964
C 17.9944 16.3533 19.4245
C 19.4395 16.2471 19.9736
O 17.2262 15.2954 20.0486
H 18.0296 18.5757 19.4979
H 17.2468 17.8466 20.8900
H 16.3442 17.8880 19.3805
H 17.9965 16.2328 18.3666
H 19.6748 15.1693 20.2477
H 19.6382 16.9592 20.7928
H 20.2187 16.5988 19.2093
H 16.3604 15.3878 19.6069
C 14.9159 15.0263 14.7836
C 15.2135 13.7728 15.5809
C 16.5725 13.7911 16.2738
O 14.2689 13.5463 16.5991
H 14.0115 14.8303 14.3264
H 15.6458 15.2380 14.0085
H 14.7568 15.8164 15.5143
H 15.2037 12.8633 14.9317
H 17.3342 13.6884 15.5172
H 16.6852 12.9067 16.9323
H 16.7036 14.6695 16.8839
H 13.5053 14.2029 16.6382
C 12.5949 19.7983 16.7343
C 14.0652 20.1041 16.5013
C 14.7104 20.5145 17.8734
O 14.7353 18.8922 15.9324
H 12.1035 19.2316 15.9129
H 12.0732 20.7646 16.7526
H 12.4363 19.3729 17.6829
H 14.2227 20.8602 15.7348
H 14.1491 21.2652 18.3633
H 15.7119 20.9251 17.8853
H 14.7503 19.6432 18.4489
H 14.8858 18.1730 16.6244
C 13.2526 24.7036 20.6692
C 12.7166 24.4182 19.3043
C 13.0586 25.5796 18.3641
O 13.1954 23.1728 18.9100
H 12.7904 24.0815 21.4009
H 13.1034 25.7595 20.8634
H 14.3006 24.3578 20.6975
H 11.5593 24.3579 19.3581
H 12.3130 26.2967 18.7065
H 12.9944 25.3037 17.3180
H 14.0811 25.8739 18.5737
H 12.7623 22.9243 18.0641
*
```

Properties
energy	-150974.4482	eV